Record 1
Below is 2 unconnected molecules or ions with the total composition C4H7NO, with properties calculated with the ωB97M-V functional and the def2-TZVPD basis.

Geometry as XYZ:
```
13
Properties=species:S:1:pos:R:3:mulliken_charge:R:1
C -0.64 1.16 1.11 -0.1127
O -0.98 2.10 0.42 -0.4444
C 0.64 0.49 0.96 0.1718
H -1.93 -1.09 -0.79 0.2444
H -1.28 0.77 1.93 0.3095
H 2.41 1.13 0.06 0.2066
C -1.12 -0.95 -1.52 -0.9827
N 1.75 0.34 -0.04 -0.4763
H -0.16 -1.20 -1.06 0.1969
H -1.30 -1.60 -2.38 0.3149
H 2.10 -1.07 1.85 0.3531
H -1.10 0.09 -1.84 0.2372
C 1.59 -0.32 1.26 -0.0182
```

2S+1	1
energy above the lowest of the compared OMol25 structures with the same formula, charge and spin	107.1	kcal/mol
total charge	0
E_tot	-286.46090	Ha
SMILES string	O=CC1=CN1.C

Record 2
Below is 2 unconnected molecules or ions with the total composition C4H7NO, with properties calculated with the ωB97M-V functional and the def2-TZVPD basis.

Geometry as XYZ:
```
13
Properties=species:S:1:pos:R:3:mulliken_charge:R:1
H -1.52 0.40 0.31 0.3221
H -0.95 -0.68 1.62 0.2673
O 0.67 1.88 0.37 -0.4904
H 0.18 0.76 -1.65 0.1503
C 0.24 -1.28 -0.83 -0.0907
C 0.50 -0.27 -1.82 -0.2019
H -0.39 -1.98 -0.31 0.3353
H -1.45 0.97 1.97 0.3203
N 1.42 -0.86 -0.77 -0.4193
H 1.26 0.39 1.61 0.3677
C 0.45 0.90 1.05 0.1774
H 0.71 -0.54 -2.84 0.2360
C -0.95 0.34 1.24 -0.9740
```

2S+1	1
energy above the lowest of the compared OMol25 structures with the same formula, charge and spin	80.6	kcal/mol
total charge	0
E_tot	-286.50322	Ha
SMILES string	C1=NC1.CC=O

Record 3
Below is C4H7NO in the gas phase in a non-equilibrium geometry, with properties calculated with the ωB97M-V functional and the def2-TZVPD basis.

Geometry as XYZ:
```
13
Properties=species:S:1:pos:R:3:mulliken_charge:R:1
H 1.41 0.85 1.56 0.2605
H 1.56 -0.77 0.58 0.3558
H -1.09 -1.61 0.81 0.2470
C -0.97 -1.05 -0.13 -0.4066
C 0.37 -0.20 -0.43 -0.0134
H -2.57 0.55 0.08 0.1868
C 1.73 0.27 0.69 -0.9218
N -1.65 0.25 -0.17 -0.1068
H -1.32 -1.71 -0.95 0.2302
H 0.78 -0.53 -1.39 0.3143
H 2.45 0.87 0.13 0.2436
C -0.52 0.99 -0.40 0.2324
O -0.26 2.16 -0.42 -0.6222
```

2S+1	1
energy above the lowest of the compared OMol25 structures with the same formula, charge and spin	80.3	kcal/mol
total charge	0
E_tot	-286.50365	Ha
SMILES string	C[C@H]1CNC1=O

Record 4
Below is C4H7NO in the gas phase in a non-equilibrium geometry, with properties calculated with the ωB97M-V functional and the def2-TZVPD basis.

Geometry as XYZ:
```
13
Properties=species:S:1:pos:R:3:mulliken_charge:R:1
C 1.52 1.99 1.56 -0.8041
N 1.28 -0.02 0.06 -0.4704
H -2.33 -1.64 -1.55 0.2421
C -0.20 -0.11 0.11 -0.4003
C 1.55 0.96 0.75 0.6067
H -0.97 -2.75 -1.61 0.2238
C -1.22 -1.69 -1.46 -0.6073
H 1.31 2.99 1.21 0.2589
H -0.75 -1.06 -2.22 0.3219
H -0.58 0.73 -0.49 0.3589
O -0.73 -1.35 -0.18 -0.3608
H -0.42 0.09 1.16 0.3476
H 1.55 1.85 2.64 0.2830
```

2S+1	1
energy above the lowest of the compared OMol25 structures with the same formula, charge and spin	76.1	kcal/mol
total charge	0
E_tot	-286.51034	Ha
SMILES string	C=C=NCOC

Record 5
Below is a molecular structure, C4H7NO, with properties calculated with the ωB97M-V functional and the def2-TZVPD basis.

Geometry as XYZ:
```
13
Properties=species:S:1:pos:R:3:mulliken_charge:R:1
H -0.33 -2.01 -0.13 0.2832
C 0.17 0.07 -0.74 -0.3220
H 1.15 1.38 0.68 0.3196
H 0.53 -1.10 1.11 0.2942
C -0.19 -1.01 0.29 -0.5289
N -2.15 0.50 0.46 -0.4081
O -2.36 -0.81 1.70 -0.4949
H 0.32 -0.36 -1.73 0.3446
H 2.27 0.39 -0.27 0.3271
H -0.71 0.73 -0.86 0.3021
C 1.33 0.95 -0.31 -1.1986
H 1.46 1.79 -1.01 0.3449
C -1.48 -0.51 0.81 0.7367
```

2S+1	1
energy above the lowest of the compared OMol25 structures with the same formula, charge and spin	94.3	kcal/mol
total charge	0
E_tot	-286.48130	Ha

Record 6
Below is C4H7NO in the gas phase, with properties calculated with the ωB97M-V functional and the def2-TZVPD basis.

Geometry as XYZ:
```
13
Properties=species:S:1:pos:R:3:mulliken_charge:R:1
N 0.08 1.18 -0.16 -0.5529
C 2.12 -0.20 0.13 -0.9480
H -2.13 -1.22 -0.44 0.2468
H -1.67 1.00 -1.33 0.2698
H 2.62 -0.41 -0.82 0.2448
C -1.35 0.87 -0.29 -0.3887
H -1.95 1.54 0.33 0.2815
H -1.65 -0.71 1.21 0.2440
H 2.23 -1.08 0.77 0.2889
C 0.66 0.05 -0.06 0.6608
O -0.10 -1.07 -0.07 -0.3685
C -1.44 -0.60 0.14 -0.2906
H 2.59 0.66 0.60 0.3121
```

2S+1	1
energy above the lowest of the compared OMol25 structures with the same formula, charge and spin	20.2	kcal/mol
total charge	0
E_tot	-286.59950	Ha
SMILES string	CC1=NCCO1

Record 7
Below is C4H7NO in the gas phase, with properties calculated with the ωB97M-V functional and the def2-TZVPD basis.

Geometry as XYZ:
```
13
Properties=species:S:1:pos:R:3:mulliken_charge:R:1
H -1.10 1.71 0.75 0.2751
C -0.02 -0.05 -0.06 1.2133
H 1.79 -0.85 0.83 0.3113
N -0.47 0.78 -1.16 -0.6798
C -0.25 1.40 0.15 -0.6853
H -0.92 -1.12 1.66 0.3346
C -1.03 -0.97 0.57 -0.1707
C 1.37 -0.63 -0.16 -1.4041
H 0.61 2.07 0.21 0.2743
H 1.37 -1.55 -0.75 0.3069
H 2.03 0.09 -0.66 0.3942
H -1.46 0.62 -1.33 0.2860
O -1.92 -1.51 -0.04 -0.4558
```

2S+1	1
energy above the lowest of the compared OMol25 structures with the same formula, charge and spin	46.3	kcal/mol
total charge	0
E_tot	-286.55793	Ha
SMILES string	C[C@@]1(C=O)CN1

Record 8
Below is C4H7NO in the gas phase, with properties calculated with the ωB97M-V functional and the def2-TZVPD basis.

Geometry as XYZ:
```
13
Properties=species:S:1:pos:R:3:mulliken_charge:R:1
C 0.54 -0.03 0.03 0.5880
H -2.20 1.36 0.20 0.0875
O -0.17 -1.13 0.28 -0.4200
C 2.02 -0.10 0.02 -1.0170
C -1.61 -0.78 0.11 -0.1335
H -1.99 -1.53 -0.60 0.1636
H 2.39 -0.64 -0.86 0.2586
H 2.46 0.90 0.02 0.3187
N -0.23 0.97 -0.29 0.0159
H 0.15 1.89 -0.51 0.1769
H 2.36 -0.64 0.91 0.2929
H -2.11 -0.95 1.08 0.2060
C -1.61 0.66 -0.39 -0.5376
```

2S+1	1
energy above the lowest of the compared OMol25 structures with the same formula, charge and spin	74.8	kcal/mol
total charge	0
E_tot	-286.51253	Ha

Record 9
Below is C4H7NO in the gas phase in a non-equilibrium geometry, with properties calculated with the ωB97M-V functional and the def2-TZVPD basis.

Geometry as XYZ:
```
13
Properties=species:S:1:pos:R:3:mulliken_charge:R:1
H 1.33 1.94 -0.19 0.3031
H 1.22 -1.29 -0.06 0.3020
H -0.55 0.51 1.54 0.3865
C 1.28 -0.42 0.50 -0.5341
H 1.35 0.43 -1.32 0.2843
H -1.03 -1.50 -0.16 0.3617
O -2.66 0.76 0.22 -0.2791
C -0.03 0.28 0.53 0.0424
H 1.83 -0.56 1.48 0.2383
H -0.49 -0.35 -1.34 0.1980
C -0.96 -0.49 -0.32 -0.5473
C 1.21 0.88 -0.38 -0.7183
N -2.50 -0.20 -0.50 -0.0375
```

2S+1	1
energy above the lowest of the compared OMol25 structures with the same formula, charge and spin	141.0	kcal/mol
total charge	0
E_tot	-286.40691	Ha
SMILES string	O=NCC1CC1

Record 10
Below is a molecular structure, C4H7NO in a non-equilibrium geometry, with properties calculated with the ωB97M-V functional and the def2-TZVPD basis.

Geometry as XYZ:
```
13
Properties=species:S:1:pos:R:3:mulliken_charge:R:1
H -1.76 -1.81 -0.19 0.3125
C -1.44 -0.79 -0.27 -0.7140
C 2.21 0.16 0.10 -0.7818
H -2.88 0.47 0.87 0.2374
C -2.09 0.50 0.12 -0.1373
H 2.86 -0.47 0.72 0.2623
N 0.97 -0.52 -0.21 -0.2656
H -2.32 1.20 -0.70 0.1594
H 2.00 1.08 0.65 0.3033
H 0.76 -1.04 -1.06 0.2629
H 2.75 0.43 -0.81 0.2868
C -0.30 -0.19 0.14 0.5065
O -0.76 0.98 0.63 -0.4324
```

2S+1	1
energy above the lowest of the compared OMol25 structures with the same formula, charge and spin	77.2	kcal/mol
total charge	0
E_tot	-286.50868	Ha

Record 11
Below is C4H7NO in the gas phase, with properties calculated with the ωB97M-V functional and the def2-TZVPD basis.

Geometry as XYZ:
```
13
Properties=species:S:1:pos:R:3:mulliken_charge:R:1
H 0.39 1.72 0.02 0.2306
H 1.56 0.15 -1.49 0.2467
N -0.11 0.97 0.48 -0.2223
H 0.35 -0.99 1.13 0.3719
H -1.56 0.50 1.86 0.2934
H 1.95 -1.46 -0.71 0.2226
O -1.37 2.51 1.59 -0.5652
C -1.07 1.36 1.36 0.0675
C 0.25 -0.39 0.22 0.0217
C 1.21 -0.69 -0.88 -0.6594
H -0.49 -2.14 -0.96 0.2247
H -0.85 -0.50 -1.69 0.2639
C -0.24 -1.09 -1.02 -0.4962
```

2S+1	1
energy above the lowest of the compared OMol25 structures with the same formula, charge and spin	30.2	kcal/mol
total charge	0
E_tot	-286.58350	Ha
SMILES string	O=CNC1CC1

Record 12
Below is 2 unconnected molecules or ions with the total composition C4H7NO, with properties calculated with the ωB97M-V functional and the def2-TZVPD basis.

Geometry as XYZ:
```
13
Properties=species:S:1:pos:R:3:mulliken_charge:R:1
C -1.05 -1.33 0.59 -0.5105
H 1.78 -1.22 0.03 0.3303
O 0.45 0.32 -0.23 -0.3246
C -1.58 1.90 -0.92 -0.3699
H -0.91 2.37 -0.17 0.1726
H -1.86 -2.03 0.40 0.2618
C 1.70 -0.12 0.06 0.1124
C -0.55 -0.61 -0.41 -0.3359
H -2.47 1.64 -0.30 0.2128
H -0.92 -0.63 -1.44 0.5145
N 2.61 0.71 0.32 -0.5781
H 3.48 0.23 0.48 0.2521
H -0.68 -1.23 1.60 0.2626
```

2S+1	1
energy above the lowest of the compared OMol25 structures with the same formula, charge and spin	156.3	kcal/mol
total charge	0
E_tot	-286.38259	Ha

Record 13
Below is 2 unconnected molecules or ions with the total composition C4H7NO in a non-equilibrium geometry, with properties calculated with the ωB97M-V functional and the def2-TZVPD basis.

Geometry as XYZ:
```
13
Properties=species:S:1:pos:R:3:mulliken_charge:R:1
N -3.42 1.08 -0.92 -0.3774
H 1.77 1.02 -1.09 0.3101
O 2.01 -1.61 1.26 -0.6752
H 0.98 1.52 0.52 0.2695
H 1.59 -0.98 0.67 0.3565
H -1.52 -1.03 0.44 0.2721
H 2.82 -1.87 0.80 0.3050
H -0.14 -0.40 -1.60 0.2679
H -1.13 0.54 1.18 0.2575
C -1.31 0.03 0.23 -0.2071
C -0.10 0.16 -0.68 -0.0824
C 0.94 0.94 -0.40 -0.8500
C -2.49 0.61 -0.41 0.1534
```

2S+1	1
energy above the lowest of the compared OMol25 structures with the same formula, charge and spin	37.6	kcal/mol
total charge	0
E_tot	-286.57171	Ha
SMILES string	C=CCC#N.O

Record 14
Below is C4H7NO in the gas phase, with properties calculated with the ωB97M-V functional and the def2-TZVPD basis.

Geometry as XYZ:
```
13
Properties=species:S:1:pos:R:3:mulliken_charge:R:1
H 1.32 1.05 -1.72 0.3199
C -0.94 -0.65 -0.50 -0.5504
C -0.92 -1.00 1.00 0.3653
H -1.95 -0.42 -0.86 0.2539
N -0.11 0.08 1.26 -0.1716
C 1.33 0.63 -0.71 -1.3027
O -1.41 -1.84 1.71 -0.6040
H -0.59 1.53 -0.23 0.2903
H 1.76 -0.37 -0.74 0.3414
H 1.98 1.26 -0.09 0.3047
H -0.47 -1.39 -1.16 0.2340
C -0.07 0.57 -0.12 0.3091
H 0.05 0.56 2.14 0.2100
```

2S+1	1
energy above the lowest of the compared OMol25 structures with the same formula, charge and spin	16.7	kcal/mol
total charge	0
E_tot	-286.60510	Ha
SMILES string	C[C@H]1CC(=O)N1

Record 15
Below is a molecular structure, C4H7NO, with properties calculated with the ωB97M-V functional and the def2-TZVPD basis.

Geometry as XYZ:
```
13
Properties=species:S:1:pos:R:3:mulliken_charge:R:1
H 0.47 1.77 -1.95 0.3635
H 0.87 -1.13 -1.71 0.2831
C 0.74 -0.40 -0.91 -0.7907
H -1.27 -1.34 -0.40 0.3995
C -0.64 -0.47 -0.19 0.3744
C -0.55 -0.18 1.30 -0.7171
O 0.27 0.94 1.58 -0.5001
H 1.17 0.71 1.32 0.2914
C 0.13 0.90 -1.37 0.0274
H 1.64 -0.44 -0.28 0.2190
N -1.06 0.76 -0.91 -0.5770
H -0.19 -1.06 1.84 0.2936
H -1.55 0.07 1.68 0.3329
```

2S+1	1
energy above the lowest of the compared OMol25 structures with the same formula, charge and spin	56.3	kcal/mol
total charge	0
E_tot	-286.54194	Ha

Record 16
Below is 2 unconnected molecules or ions with the total composition C4H7NO in a non-equilibrium geometry, with properties calculated with the ωB97M-V functional and the def2-TZVPD basis.

Geometry as XYZ:
```
13
Properties=species:S:1:pos:R:3:mulliken_charge:R:1
N 1.78 -1.03 -0.47 -0.5476
O -0.89 -1.06 -0.47 -0.6516
H 1.09 1.57 -0.58 0.3346
C -0.54 0.15 -0.17 0.8786
H 0.55 -2.83 -0.22 0.3060
H -1.81 0.44 1.53 0.3177
C -0.78 0.66 1.25 -1.0968
H -0.11 0.12 1.93 0.2488
H 0.68 0.38 -1.94 0.3376
H -0.59 1.73 1.35 0.3348
C 0.59 0.66 -0.89 -0.7295
H -0.88 1.04 -0.96 0.1020
C 0.92 -1.83 -0.36 0.1654
```

2S+1	1
energy above the lowest of the compared OMol25 structures with the same formula, charge and spin	105.9	kcal/mol
total charge	0
E_tot	-286.46288	Ha

Record 17
Below is C4H7NO in the gas phase, with properties calculated with the ωB97M-V functional and the def2-TZVPD basis.

Geometry as XYZ:
```
13
Properties=species:S:1:pos:R:3:mulliken_charge:R:1
H 2.92 -0.13 0.10 0.2721
C 0.78 -0.42 -0.39 -0.0433
H -1.68 0.38 1.12 0.2947
H 1.75 1.21 0.67 0.2566
O 1.06 -0.77 0.95 -0.4159
H -1.37 -1.20 0.49 0.3182
C -0.48 0.40 -0.59 0.2314
C 1.90 0.19 0.31 -0.5048
C -1.67 -0.22 0.12 -0.9246
H 0.94 -1.24 -1.10 0.3733
H -0.68 0.65 -1.64 0.4091
N -0.85 1.30 0.38 -0.6004
H -2.62 -0.15 -0.41 0.3337
```

2S+1	1
energy above the lowest of the compared OMol25 structures with the same formula, charge and spin	134.8	kcal/mol
total charge	0
E_tot	-286.41679	Ha

Record 18
Below is C4H7NO in the gas phase, with properties calculated with the ωB97M-V functional and the def2-TZVPD basis.

Geometry as XYZ:
```
13
Properties=species:S:1:pos:R:3:mulliken_charge:R:1
N 0.38 -0.09 0.12 0.1563
C -0.63 -0.38 0.99 0.4064
H 2.12 0.74 -0.54 0.3153
H 2.33 -0.84 0.26 0.2569
C 1.79 0.11 0.29 -0.8328
H -0.32 -0.63 -1.83 0.2558
H -0.24 1.12 -1.48 0.3020
H -2.48 -0.82 -0.12 0.2911
H -2.18 0.91 0.05 0.2296
C -0.45 0.12 -1.04 -0.5572
H 1.98 0.61 1.24 0.3102
C -1.69 -0.05 -0.07 -0.4941
O -0.61 -0.80 2.12 -0.6396
```

2S+1	1
energy above the lowest of the compared OMol25 structures with the same formula, charge and spin	27.5	kcal/mol
total charge	0
E_tot	-286.58787	Ha
SMILES string	CN1CCC1=O

Record 19
Below is C4H7NO in the gas phase, with properties calculated with the ωB97M-V functional and the def2-TZVPD basis.

Geometry as XYZ:
```
13
Properties=species:S:1:pos:R:3:mulliken_charge:R:1
H 2.28 0.68 0.27 0.2513
O -1.37 0.76 -1.34 -0.1711
C 0.22 -0.18 0.07 0.1037
H -1.39 1.16 0.70 0.2797
H 2.16 -1.07 -0.28 0.2443
H -2.06 -0.79 -0.34 0.1941
C 1.68 -0.23 0.22 -0.4663
H 0.70 -1.47 1.58 0.2355
H -0.11 1.99 -0.24 0.3117
N 0.80 -0.48 1.36 -0.5894
C -0.66 1.04 -0.11 -0.4733
C -2.02 -0.37 -1.40 -0.3069
H -0.15 -1.02 -0.52 0.3866
```

2S+1	1
energy above the lowest of the compared OMol25 structures with the same formula, charge and spin	125.3	kcal/mol
total charge	0
E_tot	-286.43193	Ha